{"formula": "C27H25ClN3O4S4Sr", "method": "ωB97M-V with the def2-TZVPD basis set", "e_above_lowest_ev": 0.158, "e_homo_ev": -5.02, "energy_ev": -97770.4437, "gap_ev": 7.264, "largest_force_ev_per_a": 0.80, "charge": -1, "symbols": ["Sr", "O", "C", "C", "C", "C", "C", "C", "C", "O", "N", "N", "C", "S", "C", "C", "S", "H", "H", "H", "H", "H", "H", "H", "H", "H", "S", "C", "C", "C", "C", "C", "C", "N", "C", "C", "C", "C", "C", "C", "C", "H", "H", "H", "H", "H", "H", "H", "H", "C", "S", "C", "H", "H", "H", "H", "H", "H", "Cl", "C", "C", "O", "O", "H", "H"], "coordinates": [[-0.069, -0.596, -0.751], [-5.123, 2.154, 2.071], [-5.356, 0.873, 1.745], [-6.603, 0.335, 2.073], [-6.896, -0.984, 1.784], [-5.956, -1.796, 1.157], [-4.728, -1.260, 0.813], [-4.406, 0.065, 1.093], [-3.062, 0.569, 0.685], [-2.324, -0.140, -0.051], [-2.726, 1.770, 1.136], [-1.396, 2.052, 0.878], [-1.084, 3.276, 0.867], [-2.247, 4.617, 0.955], [-0.971, 5.905, 1.029], [0.234, 5.428, 0.238], [0.612, 3.756, 0.802], [-4.174, 2.340, 1.816], [-7.321, 0.979, 2.564], [-7.867, -1.384, 2.052], [-6.184, -2.831, 0.934], [-3.976, -1.856, 0.312], [-0.697, 6.082, 2.069], [-1.394, 6.819, 0.612], [1.107, 6.055, 0.416], [0.020, 5.408, -0.832], [4.773, -0.953, -2.550], [4.475, -2.507, -1.848], [5.233, -3.670, -1.920], [4.757, -4.801, -1.282], [3.549, -4.769, -0.580], [2.797, -3.613, -0.502], [3.262, -2.466, -1.149], [2.617, -1.237, -1.160], [3.268, -0.352, -1.856], [2.830, 1.019, -2.165], [3.799, 1.944, -2.585], [3.418, 3.209, -2.989], [2.064, 3.537, -2.981], [1.128, 2.614, -2.533], [1.454, 1.320, -2.091], [6.166, -3.692, -2.468], [5.326, -5.721, -1.332], [3.190, -5.670, -0.098], [1.853, -3.578, 0.027], [4.854, 1.685, -2.588], [4.162, 3.929, -3.307], [1.746, 4.520, -3.317], [0.086, 2.930, -2.520], [2.508, -1.100, 2.202], [1.797, 0.502, 1.763], [0.570, 0.645, 3.081], [3.202, -1.017, 3.037], [3.038, -1.468, 1.328], [1.716, -1.808, 2.447], [0.055, -0.306, 3.214], [-0.161, 1.385, 2.763], [1.025, 0.952, 4.022], [-0.573, -5.927, -1.694], [-1.541, -4.645, -0.902], [-0.745, -3.343, -0.858], [-0.608, -2.718, -1.937], [-0.291, -2.967, 0.254], [-1.771, -4.989, 0.100], [-2.441, -4.511, -1.494]], "forces_ev_per_a": [[0.4, 0.7, 0.1], [0.1, 0.1, 0.0], [0.0, -0.1, 0.0], [0.0, 0.0, 0.0], [0.0, 0.0, 0.0], [0.0, 0.0, 0.0], [0.0, 0.0, 0.0], [-0.1, 0.1, 0.0], [0.2, 0.2, -0.1], [-0.2, -0.4, 0.1], [-0.1, 0.0, 0.1], [0.0, 0.0, -0.1], [0.0, 0.1, 0.0], [0.0, 0.0, 0.0], [0.0, 0.0, 0.0], [0.0, 0.0, 0.0], [0.0, 0.0, 0.0], [-0.1, 0.0, 0.0], [0.0, 0.0, 0.0], [0.0, 0.0, 0.0], [0.0, 0.0, 0.0], [0.0, 0.0, 0.0], [0.0, 0.0, 0.0], [0.0, 0.0, 0.0], [0.0, 0.0, 0.0], [0.0, 0.0, 0.0], [0.0, 0.0, 0.0], [-0.1, 0.1, 0.0], [0.0, 0.0, 0.0], [0.0, 0.0, 0.0], [0.0, 0.0, 0.0], [0.0, 0.0, 0.0], [0.1, 0.0, 0.0], [-0.1, 0.1, -0.2], [0.1, -0.2, 0.0], [-0.1, 0.2, -0.1], [0.0, 0.0, 0.0], [0.0, 0.0, 0.0], [0.0, 0.0, 0.0], [0.0, 0.1, 0.0], [-0.2, -0.4, 0.1], [0.0, 0.0, 0.0], [0.0, 0.0, 0.0], [0.0, 0.0, 0.0], [0.0, 0.0, 0.0], [0.0, 0.0, 0.0], [0.0, 0.0, 0.0], [0.0, 0.0, 0.0], [0.0, 0.0, 0.0], [0.0, 0.0, 0.1], [-0.2, -0.2, -0.1], [0.0, 0.0, 0.1], [0.0, 0.0, 0.0], [0.1, 0.0, 0.0], [0.0, 0.0, 0.0], [0.0, 0.0, 0.0], [0.0, 0.0, 0.0], [0.0, 0.0, 0.0], [0.0, 0.0, 0.0], [0.0, 0.0, 0.1], [0.1, 0.0, -0.1], [-0.1, -0.1, 0.0], [-0.1, -0.1, 0.0], [0.0, 0.0, 0.0], [0.0, 0.0, 0.0]], "nbo_charge": [1.800, -0.715, 0.430, -0.315, -0.189, -0.280, -0.144, -0.237, 0.619, -0.843, -0.539, -0.341, -0.087, 0.241, -0.538, -0.539, 0.293, 0.508, 0.211, 0.199, 0.203, 0.230, 0.212, 0.222, 0.229, 0.220, 0.345, -0.246, -0.225, -0.226, -0.206, -0.241, 0.183, -0.567, 0.141, -0.114, -0.235, -0.259, -0.226, -0.256, -0.452, 0.211, 0.206, 0.211, 0.256, 0.196, 0.197, 0.191, 0.184, -0.748, 0.181, -0.750, 0.206, 0.238, 0.223, 0.217, 0.251, 0.205, -0.078, -0.457, 0.744, -0.791, -0.801, 0.219, 0.223]}

{"formula": "C27H25ClN7O5PRe", "method": "ωB97M-V with the def2-TZVPD basis set", "e_homo_ev": [-14.01, -14.07], "energy_ev": -73002.1118, "gap_ev": [7.178, 5.848], "largest_force_ev_per_a": 0.57, "spin_multiplicity": 4, "s_squared": 3.773, "charge": 2, "symbols": ["Re", "Cl", "C", "C", "C", "C", "O", "C", "C", "N", "C", "C", "C", "C", "C", "C", "C", "C", "N", "C", "C", "H", "H", "H", "H", "H", "H", "H", "H", "H", "H", "O", "C", "O", "C", "C", "N", "N", "C", "C", "O", "O", "H", "H", "H", "C", "N", "C", "N", "C", "N", "C", "P", "C", "C", "H", "H", "H", "H", "H", "H", "H", "H", "H", "H", "H", "H"], "coordinates": [[0.226, -0.548, 0.129], [-4.341, -3.590, -4.552], [-3.057, -2.808, -3.720], [-2.397, -1.730, -4.317], [-1.359, -1.091, -3.665], [-0.966, -1.499, -2.390], [0.042, -0.830, -1.800], [-1.625, -2.591, -1.786], [-1.173, -3.167, -0.550], [-0.413, -2.559, 0.298], [0.283, -3.249, 1.335], [-0.148, -4.340, 2.033], [0.714, -4.952, 2.969], [1.981, -4.482, 3.168], [2.442, -3.345, 2.459], [3.738, -2.803, 2.597], [4.097, -1.703, 1.865], [3.154, -1.107, 1.023], [1.924, -1.577, 0.873], [1.567, -2.716, 1.563], [-2.656, -3.250, -2.482], [-2.698, -1.408, -5.305], [-0.825, -0.280, -4.141], [-1.437, -4.206, -0.356], [-1.144, -4.739, 1.887], [0.360, -5.810, 3.523], [2.645, -4.967, 3.871], [4.441, -3.269, 3.276], [5.085, -1.273, 1.936], [3.408, -0.221, 0.459], [-3.141, -4.109, -2.034], [-4.276, 1.064, 3.604], [-4.602, 1.180, 2.328], [-5.697, 1.467, 1.943], [-3.558, 0.826, 1.302], [-3.838, 0.839, -0.059], [-2.733, 0.468, -0.713], [-1.733, 0.211, 0.147], [-2.230, 0.426, 1.376], [-1.280, 0.179, 2.502], [-1.585, 0.346, 3.652], [-0.089, -0.220, 2.081], [-3.359, 0.751, 3.744], [-4.759, 1.090, -0.562], [-2.603, 0.334, -1.708], [2.499, 3.803, -2.111], [3.006, 3.572, -0.756], [2.342, 4.492, 0.171], [0.884, 4.376, 0.133], [0.422, 4.589, -1.239], [1.043, 3.677, -2.203], [0.606, 2.307, -2.019], [1.078, 1.713, -0.327], [2.884, 2.191, -0.344], [0.418, 3.122, 0.689], [2.971, 3.104, -2.803], [2.772, 4.816, -2.405], [2.610, 5.509, -0.113], [2.698, 4.311, 1.186], [0.674, 5.609, -1.527], [-0.663, 4.478, -1.280], [1.054, 1.647, -2.764], [-0.481, 2.242, -2.122], [3.427, 1.540, -1.033], [3.292, 2.067, 0.662], [0.752, 3.007, 1.722], [-0.675, 3.084, 0.679]], "forces_ev_per_a": [[-0.2, -0.1, 0.1], [0.0, 0.0, 0.0], [0.0, 0.0, 0.0], [0.0, 0.0, 0.0], [0.0, 0.0, 0.0], [0.1, 0.1, 0.0], [0.0, -0.2, -0.2], [-0.1, -0.1, 0.0], [0.0, 0.0, 0.0], [0.0, 0.0, 0.0], [0.0, 0.0, 0.0], [0.0, 0.0, 0.0], [0.0, 0.0, 0.0], [0.0, 0.0, 0.0], [0.0, 0.0, 0.0], [0.0, 0.0, 0.0], [0.0, 0.0, 0.0], [0.0, 0.0, 0.0], [0.1, 0.0, -0.1], [0.0, 0.1, 0.0], [0.0, 0.0, 0.0], [0.0, 0.0, 0.0], [0.0, 0.0, 0.0], [0.0, 0.0, 0.0], [0.0, 0.0, 0.0], [0.0, 0.0, 0.0], [0.0, 0.0, 0.0], [0.0, 0.0, 0.0], [0.0, 0.0, 0.0], [0.0, 0.0, 0.0], [0.0, 0.0, 0.0], [0.0, 0.1, -0.1], [-0.1, -0.5, 0.1], [0.0, 0.2, 0.0], [0.0, 0.2, -0.1], [0.0, 0.0, 0.0], [0.0, 0.0, 0.0], [0.0, 0.0, 0.0], [0.0, 0.0, 0.0], [0.2, 0.1, 0.0], [-0.1, -0.1, 0.0], [-0.1, 0.1, 0.2], [0.0, 0.2, 0.0], [0.0, 0.0, 0.0], [0.0, 0.0, 0.0], [0.0, 0.0, 0.0], [0.0, 0.0, 0.0], [0.0, 0.0, 0.0], [0.0, 0.0, 0.0], [0.0, 0.0, 0.0], [0.0, 0.0, 0.0], [0.0, 0.0, 0.1], [0.2, 0.2, 0.0], [-0.1, 0.0, 0.0], [0.0, -0.1, 0.0], [0.0, 0.0, 0.0], [0.0, 0.0, 0.0], [0.0, 0.0, 0.0], [0.0, 0.0, 0.0], [0.0, 0.0, 0.0], [0.0, 0.0, 0.0], [0.0, 0.0, 0.0], [0.0, 0.0, 0.0], [0.0, 0.0, 0.0], [0.0, 0.0, 0.0], [0.0, 0.0, 0.0], [0.0, 0.0, 0.0]], "nbo_charge": [1.557, 0.088, -0.073, -0.149, -0.237, 0.299, -0.689, -0.170, 0.243, -0.552, 0.165, -0.186, -0.169, -0.138, -0.081, -0.033, -0.259, 0.137, -0.501, 0.149, -0.153, 0.258, 0.242, 0.221, 0.241, 0.254, 0.249, 0.252, 0.261, 0.213, 0.246, -0.637, 0.775, -0.522, -0.210, 0.090, -0.293, -0.330, 0.073, 0.771, -0.532, -0.706, 0.511, 0.284, 0.452, -0.080, -0.430, -0.080, -0.431, -0.079, -0.435, -0.486, 0.828, -0.481, -0.483, 0.210, 0.230, 0.230, 0.212, 0.230, 0.206, 0.247, 0.224, 0.238, 0.239, 0.249, 0.233]}

{"formula": "C27H25N2", "method": "ωB97M-V with the def2-TZVPD basis set", "e_above_lowest_ev": 1.028, "e_homo_ev": -10.66, "energy_ev": -31376.5774, "gap_ev": 5.193, "largest_force_ev_per_a": 2.83, "charge": 1, "symbols": ["C", "N", "C", "C", "C", "C", "C", "C", "C", "C", "C", "C", "C", "C", "C", "C", "C", "C", "H", "H", "H", "H", "H", "H", "H", "H", "H", "H", "H", "H", "H", "H", "H", "H", "C", "C", "C", "C", "N", "C", "C", "C", "C", "C", "C", "H", "H", "H", "H", "H", "H", "H", "H", "H"], "coordinates": [[4.351, 2.292, 1.685], [3.073, 1.684, 2.044], [1.930, 2.307, 2.495], [0.963, 1.334, 2.874], [-0.309, 1.346, 3.537], [-1.566, 1.493, 2.888], [-1.730, 0.805, 1.648], [-2.993, 0.470, 1.180], [-4.133, 0.887, 1.885], [-5.419, 0.187, 1.640], [-3.996, 1.884, 2.868], [-2.734, 2.189, 3.385], [1.595, 0.058, 2.547], [1.232, -1.228, 2.901], [2.189, -2.232, 2.951], [3.491, -1.968, 2.500], [3.825, -0.714, 1.949], [2.879, 0.303, 2.038], [5.112, 1.502, 1.601], [4.283, 2.791, 0.708], [4.656, 3.010, 2.457], [1.856, 3.379, 2.556], [-0.316, 1.298, 4.621], [-0.839, 0.461, 1.125], [-3.099, -0.128, 0.281], [-6.203, 0.586, 2.277], [-5.766, 0.255, 0.611], [-5.272, -0.877, 1.857], [-4.914, 2.389, 3.218], [-2.632, 2.954, 4.164], [0.217, -1.323, 3.241], [1.959, -3.213, 3.368], [4.254, -2.741, 2.556], [4.791, -0.525, 1.491], [-1.318, -6.725, 4.642], [-1.340, -5.212, 4.626], [-0.791, -4.585, 3.522], [-0.917, -3.187, 3.387], [-1.275, -2.344, 4.370], [-1.806, -2.931, 5.490], [-1.888, -4.383, 5.651], [-2.521, -4.899, 6.806], [-2.973, -4.047, 7.808], [-2.868, -2.643, 7.675], [-2.328, -2.103, 6.509], [-1.819, -7.175, 5.509], [-1.784, -7.128, 3.721], [-0.272, -7.089, 4.630], [-0.251, -5.135, 2.747], [-0.633, -2.747, 2.424], [-2.647, -5.987, 6.896], [-3.420, -4.474, 8.708], [-3.219, -1.982, 8.471], [-2.302, -1.028, 6.329]], "forces_ev_per_a": [[-0.1, 0.3, -0.2], [-0.5, -0.4, -0.3], [-1.0, -1.5, 0.2], [2.2, -0.6, -1.7], [-1.5, 1.7, -0.6], [0.2, 0.6, 0.0], [-0.1, -0.1, -0.5], [0.7, 0.4, 0.3], [0.6, -0.4, -0.2], [-0.4, 0.2, 0.0], [0.7, 0.6, 0.5], [-0.7, -0.8, 0.3], [0.7, 0.6, 0.5], [-0.1, -0.1, 0.4], [-0.2, 0.2, -0.1], [0.3, 0.9, -0.8], [0.0, -1.0, 0.2], [-0.1, 0.8, 1.0], [-0.4, 0.4, 0.2], [0.0, -0.1, 0.3], [0.0, -0.2, -0.3], [0.1, 0.1, 0.1], [-0.1, -0.1, 0.2], [-0.2, -0.1, 0.2], [0.0, -0.1, 0.2], [-0.1, -0.1, 0.1], [0.1, 0.0, -0.2], [-0.1, 0.1, 0.0], [0.7, -0.3, 0.0], [0.0, -0.5, -0.2], [0.2, -0.3, 0.3], [-0.1, 0.3, -0.2], [-0.2, 0.1, -0.1], [0.0, -0.2, 0.3], [0.1, -0.4, 0.0], [0.4, 0.0, -0.5], [-0.5, 0.4, 0.3], [0.2, 0.4, 1.0], [-0.7, -1.4, -1.1], [0.2, -1.2, -0.1], [-0.1, 1.0, -0.3], [-0.2, 0.3, 0.6], [0.2, -0.5, -0.3], [0.4, 0.2, -0.9], [-0.2, -0.2, 0.8], [0.2, 0.2, -0.3], [0.1, 0.3, 0.5], [-0.4, 0.2, 0.1], [-0.5, 0.0, 0.1], [-0.1, -0.2, 0.5], [0.1, 0.7, 0.1], [0.1, 0.2, -0.3], [0.0, -0.3, -0.3], [0.1, -0.2, 0.2]], "nbo_charge": [-0.407, -0.345, 0.035, -0.209, 0.201, -0.090, -0.087, -0.246, 0.157, -0.662, -0.239, -0.102, -0.105, -0.210, -0.218, -0.187, -0.254, 0.203, 0.226, 0.217, 0.222, 0.232, 0.225, 0.248, 0.241, 0.234, 0.254, 0.256, 0.248, 0.238, 0.232, 0.228, 0.228, 0.224, -0.652, 0.090, -0.281, 0.049, -0.499, 0.247, -0.134, -0.169, -0.213, -0.188, -0.236, 0.224, 0.237, 0.238, 0.224, 0.193, 0.219, 0.226, 0.225, 0.213]}

{"formula": "C27H25N9O9PS3Y", "method": "ωB97M-V with the def2-TZVPD basis set", "e_above_lowest_ev": 0.245, "e_homo_ev": -7.79, "energy_ev": -103082.9213, "gap_ev": 6.545, "largest_force_ev_per_a": 3.82, "symbols": ["Y", "C", "N", "C", "C", "N", "C", "P", "C", "N", "C", "C", "N", "C", "C", "N", "C", "C", "N", "C", "H", "H", "H", "H", "H", "H", "H", "H", "H", "H", "H", "H", "H", "H", "H", "O", "S", "O", "O", "C", "C", "C", "C", "C", "C", "S", "O", "O", "O", "H", "H", "H", "H", "O", "S", "O", "O", "C", "N", "C", "C", "C", "N", "C", "C", "C", "N", "C", "C", "H", "H", "H", "H", "H", "H"], "coordinates": [[-1.425, 0.553, 0.651], [0.010, -4.275, 3.914], [-0.763, -3.072, 3.514], [-1.939, -2.640, 4.105], [-2.393, -1.522, 3.413], [-1.427, -1.203, 2.427], [-0.500, -2.194, 2.486], [0.692, -2.478, 1.195], [-0.338, -2.564, -0.261], [-1.333, -1.637, -0.540], [-1.933, -2.018, -1.733], [-1.252, -3.087, -2.240], [-0.295, -3.464, -1.306], [0.663, -4.610, -1.398], [1.503, -0.824, 1.275], [0.969, 0.429, 1.361], [1.984, 1.324, 1.605], [3.194, 0.664, 1.555], [2.917, -0.668, 1.353], [3.844, -1.772, 1.033], [1.117, -3.939, 3.962], [-0.346, -4.660, 4.850], [-0.085, -5.084, 3.168], [-2.315, -3.184, 4.942], [-3.255, -0.826, 3.540], [-2.817, -1.505, -2.065], [-1.414, -3.650, -3.152], [0.569, -5.002, -2.427], [1.649, -4.130, -1.315], [0.542, -5.301, -0.581], [1.720, 2.362, 1.782], [4.200, 0.989, 1.838], [4.668, -1.617, 1.734], [3.314, -2.712, 1.245], [4.198, -1.690, -0.032], [-3.657, 3.058, 3.706], [-3.935, 1.857, 2.925], [-4.609, 0.689, 3.449], [-2.667, 1.334, 2.275], [-5.076, 2.478, 1.642], [-6.180, 3.155, 2.235], [-7.246, 3.687, 1.499], [-7.073, 3.722, 0.102], [-5.929, 3.199, -0.514], [-4.972, 2.482, 0.241], [-3.694, 1.856, -0.882], [-2.421, 2.521, -0.498], [-4.205, 2.028, -2.217], [-3.464, 0.373, -0.466], [-6.220, 3.105, 3.283], [-8.245, 3.946, 1.961], [-7.794, 4.277, -0.495], [-5.679, 3.534, -1.493], [4.816, -0.832, -5.330], [5.772, -1.082, -4.279], [5.275, -1.848, -3.105], [7.137, -1.428, -4.738], [5.619, 0.436, -3.349], [6.628, 1.076, -2.779], [6.328, 2.168, -2.080], [5.022, 2.616, -1.916], [4.014, 1.899, -2.560], [4.355, 0.867, -3.392], [2.577, 1.956, -2.396], [1.899, 2.910, -1.585], [0.608, 2.624, -1.167], [-0.059, 1.469, -1.520], [0.529, 0.748, -2.488], [1.815, 0.880, -2.930], [7.162, 2.603, -1.539], [4.899, 3.458, -1.241], [2.481, 3.740, -1.177], [0.092, 3.336, -0.563], [-0.084, -0.030, -2.939], [2.256, 0.139, -3.577]], "forces_ev_per_a": [[-1.0, 0.3, -0.8], [1.7, 1.1, -1.3], [-0.6, 0.6, -0.5], [0.2, 0.6, -1.1], [1.4, 0.6, -0.4], [-0.3, -2.3, 1.1], [-1.6, 0.6, 0.7], [1.7, -0.4, 0.5], [-2.5, 1.8, -2.3], [1.0, -1.5, 0.0], [1.1, 0.4, 1.3], [0.2, -0.8, 0.7], [0.0, 0.4, 0.7], [0.2, 2.0, -1.1], [2.0, 2.4, -0.6], [0.1, -1.5, 0.4], [-0.3, -0.8, -0.5], [-0.2, -0.5, 0.7], [-2.7, -0.6, -0.5], [0.3, 0.9, 0.0], [-1.8, -0.9, 0.2], [-0.1, 0.2, 0.5], [0.0, 0.5, 0.2], [-0.3, 0.0, 0.3], [0.8, -0.9, 0.1], [0.1, 0.1, -0.3], [0.1, 0.0, 0.3], [0.0, -0.2, 0.8], [-0.1, -0.5, -0.1], [-0.4, -0.4, 0.0], [0.4, -0.2, -0.1], [-0.5, -0.1, -0.5], [0.2, -0.5, -0.3], [0.5, 0.3, -0.2], [-0.4, -0.2, 1.0], [-0.4, -1.9, -0.4], [0.4, 0.7, -0.8], [-0.2, 0.7, 0.7], [-0.1, 0.8, -0.3], [-0.3, 0.8, -0.2], [0.0, -1.0, -1.4], [0.0, -0.9, -0.4], [0.2, 0.4, 0.4], [-0.4, 0.6, 1.9], [-0.4, 0.7, -0.7], [0.3, -2.0, 1.5], [-0.5, -0.2, -0.1], [0.9, -0.1, 0.9], [-0.2, 2.0, -0.7], [-0.2, 0.1, 1.3], [1.6, 0.1, -0.4], [0.1, -0.3, 0.0], [-0.2, -0.5, -0.8], [-0.1, -0.6, -0.5], [1.3, -1.0, 0.6], [0.3, -0.5, -1.0], [-2.1, 0.8, 1.1], [-0.1, 1.7, -1.5], [0.4, 0.0, 0.6], [-0.2, -0.9, -0.2], [0.0, 0.3, 0.5], [2.0, -1.4, -1.6], [0.3, 1.0, 1.9], [-2.0, 0.1, 0.7], [0.8, -1.2, -0.4], [0.1, -1.4, -0.9], [0.9, 1.5, 0.2], [-0.9, -0.6, 0.3], [0.6, 1.4, 0.7], [-0.1, 0.4, -0.2], [-0.5, -0.1, -0.2], [-0.5, 0.0, -0.2], [-0.5, 0.1, 0.6], [0.0, -0.2, 0.4], [0.1, 0.1, -0.2]], "mulliken_charge": [1.922, -0.739, 0.224, -0.616, -0.498, 0.556, -0.295, -0.358, -0.148, 0.370, -0.811, -0.425, 0.231, -0.806, -0.105, 0.378, -0.830, -0.516, 0.223, -0.878, 0.277, 0.326, 0.278, 0.438, 0.472, 0.527, 0.453, 0.312, 0.352, 0.285, 0.574, 0.515, 0.336, 0.365, 0.318, -0.663, 1.378, -0.794, -0.893, 0.198, -0.872, -0.652, -0.506, -0.692, 0.242, 1.696, -0.516, -0.648, -0.655, 0.466, 0.326, 0.350, 0.440, -0.650, 1.107, -0.664, -0.666, 0.144, -0.548, -0.433, -0.533, 0.144, -0.256, 1.048, -0.874, -0.490, 0.148, -0.502, -0.694, 0.428, 0.333, 0.377, 0.570, 0.491, 0.605]}